Molecular formula: C6H13NOS2
Method: DFT, ωB97M-V/def2-TZVPD

Structure (XYZ):
```
23
Properties=species:S:1:pos:R:3:forces:R:3
C 2.64880 0.10332 0.41789 -1.307 -0.323 1.713
C 1.61325 -1.44716 -1.03657 -0.024 -1.407 0.292
C 0.42908 0.52573 -0.57386 1.048 1.785 1.125
C -0.49527 0.00848 0.48599 -2.065 0.194 0.412
C -1.66278 0.95263 0.91397 1.276 0.351 -0.702
C -2.61646 1.20802 -0.25323 1.049 -0.088 -0.383
H 2.72755 1.12798 0.73169 0.011 0.746 -0.205
H 2.26850 -0.40921 1.36479 0.393 0.159 -0.911
H 3.65947 -0.25558 0.26021 -0.058 -0.236 -0.569
H 2.59871 -1.89109 -1.18206 0.049 0.184 -0.448
H 0.96195 -1.61919 -1.90689 0.394 0.228 0.077
H 1.18846 -2.10659 -0.22931 0.082 0.654 -0.193
H -0.01207 0.52023 -1.54144 -0.655 -0.070 -0.832
H 0.64359 1.57934 -0.32406 -0.430 -0.023 -0.111
H -0.06538 -0.24130 1.45273 0.603 -0.523 -0.269
H -1.23137 1.93394 1.25889 -0.551 -0.994 0.064
H -2.12937 0.33784 1.68817 -0.369 0.786 0.192
H -3.53896 1.55056 0.14228 -1.051 0.171 0.111
H -2.24128 1.95172 -0.97749 -0.030 -0.229 0.453
N 1.72844 -0.05158 -0.69816 1.148 -1.329 -0.198
O -2.17372 -1.94542 1.24139 0.916 0.676 -1.653
S -2.81064 -0.35452 -1.19672 0.032 0.233 0.251
S -1.49051 -1.47813 -0.03820 -0.461 -0.946 1.783
```
Forces are in eV/Å.

Calculated values
max |F|: 2.356 eV/A
molar mass: 179.310 u
energy relative to the best compared isomer or geometry (same formula, charge and spin): 57.1 kcal/mol
gap between HOMO and LUMO: 9.490 eV
highest occupied orbital energy: -0.325 Eh
E_LUMO: 0.64 eV

Mulliken population analysis, charges in e, atoms 1 to 4: atom 1 (C): -0.909, atom 2 (C): -0.916, atom 3 (C): -1.437, atom 4 (C): 0.506



Molecular formula: C6H13NS
Method: DFT, ωB97M-V/def2-TZVPD

Structure (XYZ):
```
21
Properties=species:S:1:pos:R:3:forces:R:3
C 1.31495 -1.35750 -1.19818 -0.438 -1.242 0.325
C 0.02598 -0.68017 -0.89959 -2.256 -0.885 1.171
C -1.49288 -0.33611 1.15037 4.446 -0.941 -1.933
C -0.35426 1.66303 0.07250 -0.011 -0.294 -4.792
C 1.03796 0.16860 1.19989 0.520 -3.679 -1.801
C -0.17523 0.19877 0.35996 -2.097 -0.561 -0.083
N 0.83454 -0.23105 -1.95345 0.711 0.621 -2.044
S 0.23582 -0.59071 -3.57008 1.804 0.531 -0.056
H 2.18412 -1.18152 -0.60127 0.357 0.233 0.144
H 1.23262 -2.39371 -1.53915 0.035 0.460 -0.440
H -0.89746 -1.28455 -1.21244 1.244 0.836 0.526
H -1.46211 0.01044 2.10096 -0.159 1.810 2.898
H -1.41153 -1.38424 1.32797 -0.063 -1.131 -0.458
H -2.34477 -0.09235 0.65217 -2.476 0.668 -1.398
H -0.89987 1.78220 -0.93442 0.923 -0.096 1.014
H -1.02447 2.12806 0.67377 -1.628 1.432 2.526
H 0.59082 2.21459 -0.01492 -0.391 -0.129 0.072
H 0.76871 0.39899 2.14277 -0.188 1.389 3.285
H 1.79160 0.71097 0.71569 1.216 1.183 -0.084
H 1.40475 -0.86583 1.18599 0.033 0.079 0.678
H 1.50769 -0.35084 -4.14198 -1.581 -0.283 0.451
```
Forces are in eV/Å.

Calculated values
max |F|: 4.938 eV/A
molar mass: 131.244 u
energy relative to the best compared isomer or geometry (same formula, charge and spin): 68.4 kcal/mol
gap between HOMO and LUMO: 9.499 eV
structure (SMILES): CC(C)(C)[C@@H]1CN1S
highest occupied orbital energy: -0.317 Eh
E_LUMO: 0.87 eV

Mulliken population analysis, charges in e, atoms 1 to 4: atom 1 (C): -0.605, atom 2 (C): -0.280, atom 3 (C): -2.263, atom 4 (C): -1.670



Molecular formula: C6H13O2
Method: DFT, ωB97M-V/def2-TZVPD

Structure (XYZ):
```
21
Properties=species:S:1:pos:R:3:forces:R:3
C 1.01617 0.98162 1.41812 1.229 0.807 1.066
C 0.65077 1.10178 2.95675 -1.224 0.462 -1.246
C 0.66978 2.18248 0.52272 -1.108 1.318 1.455
H 2.14147 0.81974 1.44953 -1.001 0.510 -0.290
H 0.72434 0.07898 0.89464 -0.715 -0.221 0.418
H 0.39460 0.11425 3.31326 0.634 -0.492 0.667
H 0.90371 1.95546 -0.48378 0.077 -0.185 -1.233
H -0.31071 1.62307 3.21581 0.560 -0.026 -0.721
H 1.40293 1.67731 3.51599 0.064 -0.502 0.017
H -0.39772 2.58636 0.59372 1.014 -1.251 -0.113
H 1.18567 3.11589 0.78891 0.484 -0.342 0.157
C -0.55575 -1.68212 -1.29935 0.525 -1.760 1.209
C -2.02777 -1.93419 -1.73859 -0.267 1.477 -1.824
C 0.41476 -1.14778 -2.41218 -1.831 0.713 -0.096
O 0.01202 -0.23471 -3.16285 -0.914 0.508 -0.091
O 1.50546 -1.68080 -2.47123 2.379 -1.434 0.286
H -0.49943 -1.04961 -0.41247 -0.342 0.607 -0.261
H -0.01744 -2.60888 -0.84693 -1.160 0.972 -1.098
H -2.03042 -2.68637 -2.57277 -0.010 0.483 0.654
H -2.39610 -0.92315 -2.28256 0.658 -2.215 1.426
H -2.78633 -2.28932 -0.98672 0.948 0.570 -0.384
```
Forces are in eV/Å.

Calculated values
2S+1: 2
max |F|: 2.792 eV/A
molar mass: 117.168 u
energy relative to the best compared isomer or geometry (same formula, charge and spin): 20.1 kcal/mol
gap between HOMO and LUMO (alpha / beta): 2.536 / 7.866 eV
highest occupied orbital energy (alpha / beta): 0.138 / -0.062 Eh
total charge: -2
E_LUMO (alpha / beta): 6.28 / 6.19 eV

Mulliken population analysis, charges in e, atoms 1 to 4: atom 1 (C): 1.087, atom 2 (C): -4.540, atom 3 (C): -1.789, atom 4 (H): 0.332



Molecular formula: C6H13O2
Method: DFT, ωB97M-V/def2-TZVPD

Structure (XYZ):
```
21
Properties=species:S:1:pos:R:3:forces:R:3
C 0.32439 1.46280 -0.01484 -0.222 -0.060 -0.055
O -0.58042 0.80274 -0.88783 -0.042 -0.078 0.115
C -0.34860 2.67191 0.60189 0.021 0.061 0.298
C -0.48349 3.83082 -0.37293 0.165 0.137 -0.049
H 1.21465 1.79069 -0.56630 0.075 -0.078 0.034
H 0.64014 0.77434 0.77301 0.113 -0.024 0.088
H 0.22610 2.96522 1.48424 0.127 0.160 -0.055
H -1.32345 2.38042 0.99602 -0.100 -0.126 -0.149
H -1.09591 4.64245 0.01928 -0.128 -0.075 0.029
H -0.90843 3.48566 -1.31422 -0.107 0.033 -0.016
H 0.49294 4.27003 -0.59243 0.038 -0.104 -0.040
C 1.48104 -2.99276 0.85295 -0.318 -0.213 0.150
C 0.40932 -2.38580 0.13785 -0.306 0.100 -0.175
O 0.62819 -1.69165 -0.85827 0.266 -0.027 -0.059
C -1.02185 -2.59328 0.57928 0.130 0.248 0.138
H 1.23123 -3.54429 1.74668 0.295 -0.085 0.082
H 2.49241 -2.92922 0.48624 0.055 0.075 0.019
H -0.30483 -0.12892 -0.94202 0.001 0.283 -0.288
H -1.11969 -3.14954 1.50804 0.017 -0.097 -0.031
H -1.49441 -1.61682 0.70040 0.016 0.005 -0.017
H -1.54559 -3.09868 -0.22729 -0.095 -0.134 -0.017
```
Forces are in eV/Å.

Calculated values
2S+1: 2
max |F|: 0.411 eV/A
molar mass: 117.168 u
energy relative to the best compared isomer or geometry (same formula, charge and spin): 0.0 kcal/mol
gap between HOMO and LUMO (alpha / beta): 10.376 / 7.694 eV
highest occupied orbital energy (alpha / beta): -0.353 / -0.353 Eh
E_LUMO (alpha / beta): 0.77 / -1.91 eV

Mulliken population analysis, charges in e, atoms 1 to 4: atom 1 (C): -0.196, atom 2 (O): -0.535, atom 3 (C): -0.467, atom 4 (C): -1.136



Molecular formula: C6H13O3
Method: DFT, ωB97M-V/def2-TZVPD

Structure (XYZ):
```
22
Properties=species:S:1:pos:R:3:forces:R:3
O -1.66358 -1.23348 -1.67757 0.804 0.615 1.086
C -1.30860 -1.21031 -0.51451 -1.652 -2.151 -0.757
C -1.96523 -0.37742 0.54804 0.867 2.144 -0.023
O -3.04232 -1.02793 1.13238 -0.113 -0.726 -0.262
C -3.75402 -0.22469 2.04188 -0.080 0.277 0.286
H 1.24368 -0.34404 -0.94963 1.256 0.293 -0.215
H -2.25842 0.58238 0.07493 -0.154 -0.298 0.145
H -1.17946 -0.12076 1.28935 -0.285 -0.115 0.029
H -4.58135 -0.82635 2.43546 0.255 0.141 -0.133
H -3.10775 0.09509 2.87747 -0.161 -0.064 -0.175
H -4.16170 0.67333 1.54774 0.102 -0.211 0.090
H -0.69489 -2.04347 -0.10455 0.426 0.383 -0.289
C 2.36904 2.02453 -0.07396 -0.176 0.218 -0.043
O 2.88500 0.72156 -0.18045 0.181 -0.090 0.256
C 2.32149 -0.01709 -1.23275 -1.385 0.035 -0.259
C 3.16509 -1.16993 -1.58023 0.099 -0.346 -0.043
H 2.66575 2.42416 0.90253 -0.072 -0.096 -0.255
H 2.76947 2.67733 -0.86936 -0.117 -0.156 0.175
H 1.26760 2.02527 -0.14929 0.212 0.032 0.091
H 2.15965 0.62647 -2.12156 0.164 -0.152 0.193
H 3.76938 -1.65828 -0.81493 -0.200 0.193 -0.282
H 3.10117 -1.59638 -2.58097 0.029 0.076 0.382
```
Forces are in eV/Å.

Calculated values
2S+1: 2
max |F|: 2.816 eV/A
molar mass: 133.167 u
energy relative to the best compared isomer or geometry (same formula, charge and spin): 60.7 kcal/mol
gap between HOMO and LUMO (alpha / beta): 8.881 / 10.114 eV
highest occupied orbital energy (alpha / beta): -0.305 / -0.365 Eh
E_LUMO (alpha / beta): 0.59 / 0.17 eV

Mulliken population analysis, charges in e, atoms 1 to 4: atom 1 (O): -0.465, atom 2 (C): -0.091, atom 3 (C): -0.291, atom 4 (O): -0.297



Molecular formula: C6H13O3Pd
Method: DFT, ωB97M-V/def2-TZVPD

Structure (XYZ):
```
23
Properties=species:S:1:pos:R:3:forces:R:3
C -3.63877 -0.88188 1.02278 -0.503 0.057 0.681
O -2.84290 -0.56233 -0.10026 -0.999 0.491 -0.444
C -2.27797 0.73161 -0.08485 0.120 0.547 -0.600
C -1.04995 0.81909 0.79489 -0.051 0.788 0.886
O -0.36422 -0.41622 0.76786 1.423 2.197 0.524
C 0.99962 -0.48060 1.13868 0.321 1.344 0.237
C 1.34790 -1.81280 1.76956 1.406 -0.522 -0.058
O 0.30339 -2.65466 2.15986 -1.028 -0.920 -0.816
C -0.14077 -3.62773 1.15309 1.114 -0.377 1.863
Pd -1.26618 -2.03796 0.29757 -0.619 -4.254 -1.826
H -4.45634 -0.15327 1.13798 0.136 -0.258 0.032
H -4.02642 -1.89405 0.86168 -0.085 0.293 -0.105
H -3.03729 1.45368 0.26088 0.292 -0.071 -0.222
H -1.96884 0.94249 -1.12257 -0.362 -0.128 0.349
H -1.34120 1.00223 1.83898 0.167 0.151 -0.101
H -0.38309 1.62523 0.45308 -0.182 -0.167 0.029
H 1.19555 0.32254 1.86553 -0.131 -0.076 -0.225
H 1.61397 -0.29433 0.24516 -0.117 -0.082 0.153
H 1.90692 -1.59876 2.69255 -0.023 -0.142 -0.260
H 2.01579 -2.33052 1.05642 -0.207 -0.088 0.394
H 0.72980 -4.09583 0.65850 -0.328 0.525 -0.202
H -0.68668 -4.40403 1.71661 -0.105 0.472 -0.278
H -3.02339 -0.91945 1.93598 -0.238 0.221 -0.013
```
Forces are in eV/Å.

Calculated values
2S+1: 4
max |F|: 4.671 eV/A
molar mass: 239.587 u
energy relative to the best compared isomer or geometry (same formula, charge and spin): 0.0 kcal/mol
gap between HOMO and LUMO (alpha / beta): 3.559 / 8.085 eV
highest occupied orbital energy (alpha / beta): -0.105 / -0.335 Eh
E_LUMO (alpha / beta): 0.71 / -1.04 eV

Mulliken population analysis, charges in e, atoms 1 to 4: atom 1 (C): -0.945, atom 2 (O): 0.124, atom 3 (C): -0.679, atom 4 (C): -0.602